Record 1
C40H35CoN5O4P2S2 | ωB97M-V with the def2-TZVPD basis set

Its multiplicity is 2. The calculation puts the energy above the lowest of the compared OMol25 structures with the same formula, charge and spin at 1.037 eV. The expectation value of S² is 1.00. The value obtained for the LUMO energy (spin up / spin down) is -0.01443 / -0.01189 Eh.

Structure (XYZ):
```
89
C40H35CoN5O4P2S2 (ωB97M-V with the def2-TZVPD basis set)
Co 0.95915 0.23794 -0.21868
C 2.44081 -2.20052 4.58975
S 3.34319 -0.77091 3.99328
C 2.53279 -0.37734 2.47833
S 1.11553 -1.19511 1.98923
N 3.20350 0.59193 1.89019
N 2.61538 0.99702 0.71659
C 3.23587 1.91429 0.08607
C 2.71358 2.33639 -1.23251
C 3.23790 3.41992 -1.91894
C 2.71416 3.73724 -3.16318
C 1.68943 2.96547 -3.68326
C 1.21655 1.90374 -2.92665
N 1.71395 1.60217 -1.73034
H 2.94085 -2.48713 5.51508
H 2.49155 -3.01915 3.87612
H 1.39951 -1.96208 4.79269
H 4.14423 2.34669 0.49680
H 4.03786 4.00032 -1.47731
H 3.10676 4.57655 -3.72283
H 1.26071 3.17052 -4.65453
H 0.41042 1.26799 -3.28102
C -3.05215 0.66382 1.33504
N -1.81034 0.55327 0.57042
P -0.72529 1.83535 0.44385
C -1.71271 3.24116 -0.14109
C -2.55221 3.95274 0.71279
C -3.37409 4.95007 0.20634
C -3.34614 5.26119 -1.14805
C -2.48185 4.58472 -1.99805
C -1.67026 3.57750 -1.49417
C -0.23292 2.36582 2.11933
C -0.43489 1.55569 3.22938
C 0.05916 1.93212 4.47384
C 0.76059 3.11797 4.61497
C 0.97288 3.93149 3.50638
C 0.48027 3.55713 2.26551
P -1.07209 -0.82544 -0.30512
C -2.24790 -2.05834 0.34737
C -3.52142 -2.15080 -0.19537
C -4.44087 -3.04985 0.33439
C -4.09334 -3.85359 1.40852
C -2.81853 -3.76233 1.95655
C -1.89801 -2.87162 1.42626
C -1.62616 -0.50930 -2.05084
C -1.07212 -1.19823 -3.13223
C -1.41997 -0.87075 -4.43704
C -2.33901 0.13966 -4.69192
C -2.91311 0.81777 -3.62610
C -2.55735 0.49387 -2.32233
H -2.89434 1.30223 2.20716
H -3.37423 -0.30892 1.69743
H -3.87053 1.09205 0.74585
H -2.55184 3.74137 1.77611
H -4.03360 5.49059 0.87341
H -3.99309 6.03663 -1.53850
H -2.43402 4.84259 -3.04820
H -0.99659 3.04720 -2.15721
H -0.94856 0.61053 3.11687
H -0.09239 1.28563 5.32926
H 1.14995 3.40608 5.58326
H 1.52571 4.85634 3.61209
H 0.66173 4.19354 1.40437
H -3.80745 -1.52747 -1.03445
H -5.43131 -3.11733 -0.09763
H -4.81072 -4.55457 1.81589
H -2.54062 -4.38540 2.79727
H -0.90656 -2.80739 1.85610
H -0.36021 -1.99205 -2.95877
H -0.96816 -1.41419 -5.25802
H -2.61100 0.38845 -5.71007
H -3.64393 1.59793 -3.80256
H -3.01243 1.03613 -1.50387
O -0.02352 -2.62915 -0.80841
C 1.22954 -2.48600 -0.90167
O 1.81169 -1.39995 -1.11069
C 2.06457 -3.72480 -0.75389
C 1.48502 -4.93092 -0.38723
C 2.27235 -6.06534 -0.23341
C 3.63911 -5.99953 -0.45895
C 4.18289 -4.78442 -0.82126
C 3.43140 -3.63907 -0.96723
N 5.64957 -4.71027 -1.07488
O 6.12941 -3.61368 -1.26095
O 6.28107 -5.74386 -1.00582
H 0.41636 -4.96451 -0.21844
H 1.82313 -7.00405 0.06204
H 4.27887 -6.86406 -0.35819
H 3.88894 -2.69740 -1.23029
```

These are the Mulliken partial charges, in e, on atoms 1 to 4: number 1, Co, carries -0.591; number 2, C, carries -0.708; number 3, S, carries -0.078; number 4, C, carries 0.564

***

Record 2
C40H35F3GePTi | ωB97M-V with the def2-TZVPD basis set

The total charge is +1. The value obtained for the LUMO energy is -0.14505 Eh.

Structure (XYZ):
```
81
C40H35F3GePTi (ωB97M-V with the def2-TZVPD basis set)
Ti -0.24870 0.15907 0.44161
C -4.06121 0.62710 -2.16718
C -4.00671 2.12523 -2.04256
C -5.05588 2.92939 -2.46992
C -4.98624 4.30961 -2.35436
C -3.86712 4.91554 -1.80267
C -2.81018 4.13683 -1.36379
C -2.87828 2.75226 -1.49336
P -1.47939 1.71141 -0.99290
C -0.55577 2.77171 0.19604
C 0.68453 3.34443 -0.11209
C 1.29600 4.20422 0.78117
C 0.67907 4.50497 1.98699
C -0.53730 3.92571 2.31286
C -1.16166 3.04101 1.44355
C -2.48690 2.42429 1.81172
C -0.36964 1.60262 -2.43223
C -0.65271 2.30090 -3.60572
C 0.18429 2.18993 -4.70191
C 1.29716 1.36470 -4.63010
C 1.57414 0.66116 -3.46894
C 0.75573 0.76531 -2.34627
C 1.12237 0.01996 -1.08453
H -4.99780 0.30016 -2.61413
H -3.97314 0.15357 -1.18651
H -3.24393 0.26258 -2.79775
H -5.93802 2.46499 -2.89255
H -5.81234 4.91812 -2.69860
H -3.81585 5.99215 -1.71252
H -1.93528 4.60240 -0.92745
H 1.14551 3.14485 -1.07149
H 2.25234 4.64557 0.53416
H 1.15111 5.18660 2.68204
H -1.00986 4.15827 3.25895
H -2.69751 2.55652 2.87105
H -2.51251 1.35145 1.59224
H -3.29998 2.88576 1.24678
H -1.53066 2.93127 -3.66049
H -0.03394 2.74185 -5.60610
H 1.95329 1.26899 -5.48545
H 2.44391 0.01605 -3.43522
H 2.05024 0.43193 -0.65920
H 1.32598 -1.03143 -1.31993
F 1.73145 -0.51712 1.89621
C 0.68713 0.33273 2.19362
F 1.26331 1.48579 2.55539
F 0.07540 -0.15727 3.28006
C 0.30000 -4.42588 4.32911
C 1.18515 -4.12319 3.30358
C 0.73085 -3.45991 2.17497
C -0.61233 -3.10085 2.05696
C -1.49508 -3.42260 3.08355
C -1.03882 -4.08147 4.21615
Ge -1.19616 -2.14469 0.44228
C -3.14946 -1.86288 0.53832
C -4.03576 -2.35652 -0.41509
C -5.39424 -2.08774 -0.31533
C -5.87949 -1.31613 0.73141
C -5.00885 -0.83120 1.69858
C -3.65305 -1.10856 1.60108
C -0.80423 -3.22851 -1.14671
C -0.36334 -4.54278 -1.02203
C -0.14552 -5.31808 -2.15247
C -0.36686 -4.78525 -3.41436
C -0.79827 -3.47247 -3.54899
C -1.01050 -2.69658 -2.42014
H 0.65379 -4.93895 5.21387
H 2.22790 -4.40232 3.38450
H 1.42331 -3.22965 1.37320
H -2.54490 -3.16853 2.99163
H -1.73117 -4.32794 5.01090
H -3.65893 -2.96178 -1.23205
H -6.07775 -2.48293 -1.05638
H -6.93856 -1.10569 0.80577
H -5.39066 -0.25504 2.53252
H -2.97758 -0.77933 2.38729
H -0.19454 -4.96056 -0.03614
H 0.19625 -6.33973 -2.04801
H -0.20349 -5.39342 -4.29444
H -0.96942 -3.05752 -4.53451
H -1.33974 -1.66560 -2.52469
```

These are the Mulliken partial charges, in e, on atoms 1 to 4: number 1, Ti, carries -1.394; number 2, C, carries -1.263; number 3, C, carries 0.734; number 4, C, carries -0.973

***

Record 3
C40H35FeN5O2 | ωB97M-V with the def2-TZVPD basis set

Its multiplicity is 5. The calculation puts the energy above the lowest of the compared OMol25 structures with the same formula, charge and spin at 0.000 eV. The expectation value of S² is 6.06. The total charge is -2. The value obtained for the LUMO energy (spin up / spin down) is 0.16367 / 0.16350 Eh.

Structure (XYZ):
```
83
C40H35FeN5O2 (ωB97M-V with the def2-TZVPD basis set)
Fe -0.17274 -0.24855 0.96434
C 2.78807 -0.10968 4.28477
C 1.65775 0.13968 3.49038
N 1.39804 -0.55050 2.40468
C 2.23821 -1.53597 2.01156
C 3.37994 -1.88107 2.76562
C 3.63837 -1.11890 3.92488
C 4.18694 -2.96850 2.35060
C 3.83618 -3.64466 1.21338
C 2.71303 -3.30116 0.43979
C 1.85797 -2.26416 0.81461
N 0.69046 -1.87260 0.25319
C -0.18738 -2.72377 -0.43669
C 0.11095 -3.72598 -1.36585
C -0.91367 -4.46714 -1.95256
C -2.24161 -4.24077 -1.63158
C -2.59004 -3.23748 -0.70425
C -3.92158 -2.94280 -0.30159
C -4.13426 -1.92409 0.65009
C -3.07207 -1.21221 1.14746
N -1.79063 -1.45471 0.77030
C -1.54578 -2.46955 -0.12823
H 2.96527 0.48680 5.17020
H 0.94924 0.91998 3.74255
H 4.51146 -1.35333 4.52505
H 5.05972 -3.24510 2.93072
H 4.45281 -4.47382 0.88136
H 2.52879 -3.85541 -0.46299
H 1.12419 -3.91392 -1.68195
H -0.65854 -5.22915 -2.68190
H -3.03142 -4.82130 -2.09785
H -4.74697 -3.50215 -0.72724
H -5.13444 -1.68955 0.99596
H -3.19667 -0.40794 1.86119
O -1.10336 2.91633 3.10419
C -0.62880 2.15773 2.25399
O -1.15875 1.03019 1.91091
C 0.63310 2.48154 1.52920
C 1.32497 3.62501 1.89022
C 2.38931 4.07200 1.14212
C 2.68090 3.39795 -0.08488
C 3.56029 3.95398 -1.02477
C 3.69776 3.39452 -2.27895
C 3.02407 2.21538 -2.57295
C 2.26856 1.55218 -1.61153
C 1.98577 2.17703 -0.35836
N 1.01077 1.67040 0.46768
H 0.97053 4.16043 2.76215
H 2.93134 4.97490 1.40022
H 4.07565 4.87485 -0.77031
H 4.30617 3.87370 -3.03857
H 3.08132 1.79602 -3.56763
H 0.86017 0.11444 -1.32858
C -1.53842 -0.16854 -2.56548
C -0.71694 0.56927 -3.62362
C -0.50073 2.03377 -3.22682
C 0.55949 -0.16052 -4.01553
C 0.59069 -0.75133 -5.27494
C 1.72943 -1.37018 -5.75722
C 2.85661 -1.42258 -4.95678
C 2.86703 -0.88325 -3.67440
C 4.11381 -1.09501 -2.82589
C 4.52327 -2.57091 -2.83544
C 5.32831 -0.28228 -3.29640
C 1.70281 -0.23695 -3.19786
N 1.65724 0.33271 -1.90857
H -2.54723 0.24760 -2.51154
H -1.10278 -0.06934 -1.56939
H -1.61940 -1.23314 -2.79077
H -1.32047 0.58087 -4.53811
H -0.02075 2.13171 -2.25398
H -1.46896 2.53769 -3.16832
H 0.11648 2.55726 -3.96062
H -0.29549 -0.70062 -5.89859
H 1.73836 -1.80855 -6.74859
H 3.74659 -1.91716 -5.32934
H 3.86670 -0.81129 -1.80145
H 4.96726 -2.84850 -3.79554
H 3.67146 -3.22201 -2.64819
H 5.26979 -2.75456 -2.05991
H 5.54272 -0.50084 -4.34784
H 6.20620 -0.56312 -2.70793
H 5.18005 0.78514 -3.18275
```

These are the Mulliken partial charges, in e, on atoms 1 to 4: number 1, Fe, carries 0.416; number 2, C, carries -0.994; number 3, C, carries -0.263; number 4, N, carries -0.205

***

Record 4
C40H35N4O2PSc | ωB97M-V with the def2-TZVPD basis set

The calculation puts the energy above the lowest of the compared OMol25 structures with the same formula, charge and spin at 0.000 eV. The total charge is +1. The value obtained for the LUMO energy (spin up / spin down) is -0.14615 / -0.14621 Eh.

Structure (XYZ):
```
83
C40H35N4O2PSc (ωB97M-V with the def2-TZVPD basis set)
Sc 0.06408 0.29347 -0.05448
C -4.70527 2.69063 1.60063
C -4.36783 1.35839 1.41839
C -3.03752 0.96434 1.45980
C -2.03420 1.90936 1.67255
C -2.37718 3.24780 1.86736
C -3.70858 3.62829 1.83390
N -0.68686 1.50377 1.56888
C 0.15457 1.61945 2.59821
C -0.20143 2.06419 3.90878
C 0.72662 2.08711 4.90416
C 2.07668 1.69054 4.70395
C 2.46492 1.26803 3.47592
C 1.52185 1.23138 2.41264
N 1.83281 0.80062 1.16986
N 3.03035 0.47735 0.86555
C 3.12528 0.07341 -0.47204
C 4.39961 -0.20641 -0.97068
C 4.52400 -0.57847 -2.29116
C 3.38349 -0.67034 -3.08635
C 2.16181 -0.39544 -2.51183
N 2.01866 -0.03068 -1.22892
H -5.74107 2.99881 1.57318
H -5.13814 0.61597 1.25738
H -2.77408 -0.08275 1.34933
H -1.60098 3.98511 2.02427
H -3.97077 4.66698 1.98394
H -1.22273 2.35200 4.10689
H 0.42274 2.40701 5.89281
H 2.76695 1.71556 5.53318
H 3.47609 0.94463 3.27850
H 5.24617 -0.11478 -0.30823
H 5.49944 -0.79950 -2.70242
H 3.43324 -0.96744 -4.12296
H 1.24515 -0.48801 -3.08126
O -0.08202 -1.51580 2.36843
C -0.56099 -1.51149 1.24571
C -1.53401 -2.62417 0.88841
C -2.05415 -3.47077 1.86811
C -2.91602 -4.48518 1.50913
C -3.25841 -4.68385 0.16997
C -2.74169 -3.85856 -0.81070
C -1.89015 -2.81247 -0.44462
P -1.07140 -1.74621 -1.65078
C -0.02790 -2.91935 -2.56983
C 1.15881 -3.30507 -1.94778
C 1.99146 -4.23829 -2.54081
C 1.65088 -4.79050 -3.76825
C 0.47056 -4.41484 -4.39127
C -0.36783 -3.48437 -3.79510
C -2.35838 -1.17439 -2.79921
C -3.69106 -1.07804 -2.41259
C -4.63253 -0.52167 -3.26736
C -4.25702 -0.06430 -4.52003
C -2.92773 -0.15114 -4.91460
C -1.98525 -0.68927 -4.05490
H -1.75730 -3.31215 2.89704
H -3.32440 -5.14424 2.26393
H -3.92233 -5.49417 -0.09866
H -2.99308 -4.02827 -1.85014
H 1.43566 -2.88856 -0.98367
H 2.90359 -4.53776 -2.04304
H 2.30106 -5.51868 -4.23365
H 0.19328 -4.85309 -5.34058
H -1.29316 -3.21669 -4.28652
H -4.00496 -1.43822 -1.44031
H -5.66554 -0.45705 -2.95314
H -4.99575 0.35450 -5.18918
H -2.62483 0.19899 -5.89249
H -0.95194 -0.75074 -4.37885
C -0.81822 3.53912 -3.03554
C -2.24492 3.01998 -2.90452
C -2.18611 2.21537 -1.62012
O -0.80189 1.71909 -1.53440
C -0.01451 2.33302 -2.59252
H -0.63907 4.37847 -2.36295
H -0.56691 3.85295 -4.04625
H -2.49898 2.37669 -3.74766
H -2.98484 3.81558 -2.84538
H -2.84131 1.34557 -1.60522
H -2.35596 2.82528 -0.73444
H 0.09898 1.60340 -3.39980
H 0.96603 2.57145 -2.17640
```

These are the Mulliken partial charges, in e, on atoms 1 to 4: number 1, Sc, carries -0.589; number 2, C, carries -0.573; number 3, C, carries -0.966; number 4, C, carries 0.195

***

Record 5
C40H36AsCrIN2OPS2 | ωB97M-V with the def2-TZVPD basis set

Its multiplicity is 4. The calculation puts the energy above the lowest of the compared OMol25 structures with the same formula, charge and spin at 0.000 eV. The expectation value of S² is 3.89. The value obtained for the LUMO energy (spin up / spin down) is -0.00305 / -0.01029 Eh.

Structure (XYZ):
```
85
C40H36AsCrIN2OPS2 (ωB97M-V with the def2-TZVPD basis set)
Cr -1.22995 -1.08337 0.32556
O -2.30476 -2.73647 0.99614
C -1.15454 -2.65237 1.39260
C -0.23945 -3.42825 2.21946
C -0.60259 -4.52248 2.99411
C 0.36975 -5.18235 3.72552
C 1.68969 -4.75076 3.65939
C 2.04904 -3.65969 2.87682
C 1.08183 -2.96807 2.15964
P 1.40374 -1.50759 1.04586
C 3.16015 -1.82529 0.56974
C 4.24510 -1.16684 1.14675
C 5.54654 -1.49908 0.78077
C 5.78057 -2.48740 -0.16437
C 4.70536 -3.13985 -0.75375
C 3.40700 -2.80672 -0.39321
C 1.63909 -0.11282 2.21481
C 1.81572 -0.25345 3.58691
C 1.98392 0.86757 4.38945
C 1.98525 2.13630 3.82545
C 1.81430 2.28238 2.45540
C 1.63865 1.16202 1.65509
H -1.63612 -4.84495 3.01026
H 0.10803 -6.03737 4.33628
H 2.45187 -5.27327 4.22631
H 3.08646 -3.34872 2.82849
H 4.08215 -0.38715 1.87863
H 6.37845 -0.97829 1.24021
H 6.79593 -2.74529 -0.44324
H 4.87739 -3.90708 -1.50015
H 2.57395 -3.31379 -0.86142
H 1.79602 -1.23777 4.03846
H 2.10588 0.74974 5.45965
H 2.10018 3.01063 4.45514
H 1.79919 3.27009 2.01067
H 1.49817 1.27702 0.58634
S -1.68507 -0.01427 2.44025
C -1.79574 1.73686 2.26689
C -1.81152 2.52755 3.42158
C -1.89309 3.90809 3.33682
C -1.97407 4.53580 2.09805
C -1.98617 3.76373 0.94600
C -1.90342 2.37469 1.02545
As -1.87430 1.19610 -0.51517
C -1.99899 2.51202 -1.94428
C -3.22205 2.92755 -2.45571
C -3.27352 3.96866 -3.37525
C -2.10736 4.60285 -3.78184
C -0.88397 4.19265 -3.26769
C -0.82934 3.15014 -2.35360
C -3.72710 0.54514 -0.54543
C -4.17004 -0.09201 -1.70538
C -5.44009 -0.64577 -1.76526
C -6.27761 -0.57515 -0.65784
C -5.84400 0.06185 0.49592
C -4.57246 0.62107 0.55437
H -1.74126 2.03633 4.38543
H -1.88901 4.50195 4.24423
H -2.03475 5.61581 2.02975
H -2.06397 4.24865 -0.01885
H -4.13808 2.45511 -2.13438
H -4.23188 4.28730 -3.76864
H -2.15230 5.41823 -4.49480
H 0.03111 4.68321 -3.58004
H 0.12556 2.82728 -1.96531
H -3.52204 -0.14303 -2.57134
H -5.77510 -1.13603 -2.67156
H -7.26494 -1.01921 -0.69629
H -6.49514 0.12347 1.35925
H -4.24198 1.11212 1.45725
I -0.06561 -3.58443 -1.77670
C -1.32377 -1.80982 -1.63438
H -2.30244 -2.21572 -1.88504
H -0.98144 -1.18157 -2.45000
C 3.78520 -0.23181 -5.51407
N 3.21796 0.29413 -4.28829
C 2.12746 -0.19331 -3.67019
N 1.55203 -1.26610 -4.25218
S 1.50006 0.51168 -2.27677
H 4.69139 0.32199 -5.74259
H 3.09775 -0.13206 -6.35752
H 4.06263 -1.28317 -5.40685
H 3.59179 1.12986 -3.87820
H 2.05066 -1.81547 -4.93209
H 0.85805 -1.75219 -3.70149
```

These are the Mulliken partial charges, in e, on atoms 1 to 4: number 1, Cr, carries 1.146; number 2, O, carries -0.670; number 3, C, carries 0.479; number 4, C, carries -0.394